No. 1
The following is a quantum chemistry calculation of C5H6O as an isolated structure, from OMol25.

Last column: natural (NBO) charge in e.
Positions of all 12 atoms, in Å:
C 1.10137 -0.37139 -0.45497  -0.404
C 0.36996 0.92082 -0.13015  -0.251
C -1.09517 0.54089 -0.31024  0.070
O -1.16721 -0.82529 -0.71248  -0.506
C -0.09939 -1.05545 0.23646  0.092
C -0.42461 0.27088 0.98661  -0.289
H 2.05375 -0.46829 0.06944  0.210
H 1.19766 -0.63739 -1.51166  0.207
H 0.71561 1.94585 -0.19112  0.226
H -1.87248 1.22771 -0.62926  0.212
H -0.07448 -2.06557 0.64470  0.200
H -0.70499 0.51721 2.00266  0.232

* HOMO-LUMO gap: 10.32 eV
* LUMO level: 1.15 eV

=====

No. 2
The following is a quantum chemistry calculation of C36H46GeMgN8O7 as an isolated structure at a distorted geometry, from OMol25.

Last column: Löwdin charge in e.
Positions of all 99 atoms, in Å:
Mg 0.15392 0.65512 -0.28025  0.525
C -1.74317 -0.29044 -4.10656  0.007
C -1.02115 0.27666 -2.92112  -0.263
N -0.82458 -0.40533 -1.85050  -0.013
O -1.34577 -1.69122 -1.87834  -0.025
C -0.52316 1.64115 -2.91432  -0.317
C -0.81001 2.60067 -4.03103  -0.038
N 0.19317 1.95968 -1.86752  -0.155
O 0.69530 3.13907 -1.75656  -0.168
H -1.71746 -1.37524 -4.06095  0.077
H -1.29177 0.04172 -5.03937  0.081
H -2.78569 0.03540 -4.10188  0.098
H -1.23944 -1.99301 -0.96911  0.064
H -1.87348 2.85082 -4.07457  0.083
H -0.51707 2.19525 -5.00055  0.072
H -0.24231 3.51024 -3.84438  0.068
C -4.39145 -2.56787 -0.00928  -0.068
O -3.21086 -2.55255 0.76978  -0.080
C -3.34825 -2.52581 2.11788  -0.222
C -4.57769 -2.47757 2.75549  -0.019
C -4.66610 -2.57572 4.13729  -0.086
C -3.52074 -2.74518 4.88971  -0.094
C -2.28429 -2.73826 4.26252  -0.025
C -2.16771 -2.58827 2.88780  -0.173
N -0.88587 -2.63110 2.31254  0.142
C -0.34040 -1.82384 1.30002  -0.328
N 0.65372 -2.52360 0.69599  0.167
C 1.36995 -2.63869 -0.54914  -0.059
C 2.21525 -1.71150 -1.22281  -0.158
C 2.90673 -2.17605 -2.37153  -0.032
C 2.78529 -3.45699 -2.84137  -0.080
C 2.00860 -4.38381 -2.16008  -0.048
C 1.35536 -3.96693 -1.01909  -0.236
O 0.64600 -4.87754 -0.25042  -0.121
C 1.33609 -6.08422 0.04395  -0.069
N -0.78222 -0.63567 0.99743  0.091
C -1.47959 0.15548 1.92913  -0.224
C -2.61552 0.83661 1.51086  -0.039
C -3.27758 1.72509 2.34423  -0.088
C -2.78306 1.97181 3.60980  -0.074
C -1.62554 1.33461 4.04193  -0.009
C -0.97822 0.42502 3.22316  -0.232
O 0.18086 -0.19670 3.57380  -0.082
C 0.93053 0.37628 4.62719  -0.070
H -4.05808 -2.62089 -1.04189  0.090
H -4.98118 -1.65871 0.14069  0.097
H -5.01095 -3.43879 0.22313  0.099
H -5.48504 -2.38226 2.17540  0.103
H -5.63497 -2.53879 4.61691  0.103
H -3.58340 -2.87639 5.96159  0.101
H -1.37918 -2.83386 4.85253  0.116
H -0.19278 -3.05217 2.90940  0.146
H 0.59609 -3.47599 1.03212  0.123
H 3.55708 -1.48737 -2.88664  0.054
H 3.31883 -3.75626 -3.73435  0.108
H 1.92586 -5.40514 -2.50142  0.104
H 0.72002 -6.62275 0.76147  0.091
H 2.31737 -5.87480 0.47880  0.103
H 1.47229 -6.70917 -0.83955  0.080
H -2.96188 0.66153 0.49694  0.123
H -4.16922 2.23761 2.00589  0.105
H -3.27377 2.67979 4.26417  0.106
H -1.22766 1.56500 5.02139  0.109
H 1.92125 -0.06911 4.56660  0.099
H 0.49631 0.14511 5.60473  0.095
H 1.01023 1.46051 4.51295  0.084
C 5.45268 0.05610 -3.80973  -0.228
Ge 3.92354 1.06375 -3.03539  0.853
C 4.42609 2.95950 -2.82648  -0.217
C 2.45036 0.98453 -4.32919  -0.194
C 3.58892 0.33636 -1.18698  -0.202
H 6.15008 0.73964 -4.29484  0.011
H 5.10405 -0.65534 -4.55950  0.012
H 5.99517 -0.49510 -3.04057  0.013
H 4.70420 3.38706 -3.79047  0.016
H 5.26410 3.08226 -2.13926  0.015
H 3.56731 3.50683 -2.43460  0.009
H 2.85130 1.11293 -5.33563  0.024
H 1.77721 1.81016 -4.11696  -0.007
H 1.89684 0.04632 -4.28005  0.019
H 3.52342 1.21901 -0.55525  0.075
H 4.50478 -0.20635 -0.90803  0.084
N -1.86710 5.81693 -0.11299  0.183
C -1.47734 5.68113 1.18185  -0.505
O -1.89523 6.38218 2.08311  0.062
C -0.49194 4.58069 1.41208  -0.108
C 0.55361 4.75059 2.31037  0.020
C 1.44773 3.71140 2.49402  -0.027
C 1.25226 2.53069 1.79427  -0.094
N 0.22607 2.35112 0.96534  0.044
C -0.61659 3.35921 0.77257  -0.078
H -2.47609 6.58080 -0.34940  0.112
H -1.40383 5.31463 -0.85185  0.100
H 0.65546 5.69531 2.82849  0.127
H 2.29229 3.81117 3.16152  0.110
H 1.92859 1.68708 1.87806  0.115
H -1.43851 3.17769 0.09043  0.127
O 1.77100 0.02127 0.28745  -0.254
N 2.42170 -0.44422 -0.83306  -0.236

* HOMO-LUMO gap: 6.73 eV
* LUMO level: 0.49 eV

=====

No. 3
The following is a quantum chemistry calculation of a 12-piece molecular cluster, C77H64F12INO2 overall at a distorted geometry, from OMol25.

Last column: Löwdin charge in e.
Positions of all 157 atoms, in Å:
C 4.04559 3.21683 -6.37035  -0.148
C 2.93913 2.74702 -5.22472  -0.270
C 3.17665 1.16306 -4.74674  -0.673
I 4.42271 1.04195 -2.93674  0.855
C 3.87710 0.42530 -6.07204  -0.129
C 5.49003 0.10403 -6.15263  0.032
C 6.05276 -0.58240 -7.53053  -0.008
C 4.99850 -0.94292 -8.73286  -0.027
C 3.38698 -0.64253 -8.70248  0.085
C 2.81114 0.08297 -7.31017  -0.020
F 1.36074 0.44075 -7.15615  -0.080
C 5.98310 -1.62704 -9.85046  -0.251
O 5.76291 -2.54984 -10.79117  0.004
N 7.35694 -0.98828 -9.55635  0.052
C 7.55328 -1.01853 -8.02595  -0.215
O 8.64921 -1.30394 -7.31629  0.008
H 5.16072 2.96664 -6.05591  0.086
H 3.77711 2.84520 -7.45657  0.071
H 3.99668 4.40851 -6.42002  0.086
H 1.84604 2.79948 -5.68523  0.122
H 3.09615 3.45489 -4.30314  0.092
H 2.11875 0.66729 -4.57234  0.069
H 6.25491 0.33920 -5.29885  0.077
H 2.71657 -0.93278 -9.61683  0.115
H 7.15537 0.02173 -9.77296  0.110
F 6.60389 1.45251 0.29694  0.050
C 6.23863 0.42508 1.07514  -0.289
C 5.13332 -0.34136 0.72228  -0.030
C 4.75571 -1.41438 1.52951  -0.076
C 5.48196 -1.70249 2.68767  -0.097
C 6.58687 -0.92418 3.03602  -0.085
C 6.97082 0.14171 2.22271  -0.019
H 4.57636 -0.09748 -0.17649  0.033
H 3.89775 -2.02450 1.25823  0.106
H 5.18441 -2.53675 3.31936  0.101
H 7.14811 -1.14780 3.94008  0.104
H 7.83238 0.75149 2.47374  0.115
F 0.62442 1.12749 -2.48461  0.036
C -0.28236 0.15614 -2.65443  -0.285
C 0.10683 -1.05123 -3.22404  -0.024
C -0.83587 -2.06475 -3.39632  -0.076
C -2.16104 -1.85530 -3.00664  -0.096
C -2.54295 -0.63811 -2.44048  -0.087
C -1.59769 0.37097 -2.25811  -0.014
H 1.13874 -1.19279 -3.52829  0.104
H -0.54001 -3.01515 -3.83353  0.106
H -2.89694 -2.64447 -3.14531  0.104
H -3.57579 -0.47593 -2.14174  0.108
H -1.87535 1.31993 -1.81144  0.103
F -1.32104 1.07463 3.39718  0.033
C -1.34573 2.04473 2.47364  -0.270
C -0.71605 1.84128 1.25063  -0.007
C -0.74590 2.84912 0.28680  -0.088
C -1.39649 4.05460 0.56126  -0.089
C -2.02125 4.25114 1.79373  -0.070
C -2.00077 3.23897 2.75296  -0.005
H -0.20851 0.90165 1.05841  0.118
H -0.26331 2.69695 -0.67544  0.090
H -1.41570 4.84210 -0.18910  0.102
H -2.52345 5.19177 2.00662  0.109
H -2.48892 3.37148 3.71279  0.084
F -1.36185 -5.33998 2.64059  0.059
C -1.20447 -4.18953 3.30865  -0.302
C -0.75514 -4.21826 4.62429  -0.018
C -0.58623 -3.02034 5.31859  -0.070
C -0.87932 -1.80642 4.69228  -0.081
C -1.33461 -1.78832 3.37307  -0.086
C -1.49270 -2.98561 2.67554  -0.017
H -0.54049 -5.17107 5.09707  0.111
H -0.22801 -3.03159 6.34500  0.080
H -0.75169 -0.87259 5.23565  0.101
H -1.56601 -0.84255 2.88904  0.084
H -1.83706 -2.98935 1.64669  0.116
F -2.90952 4.33805 5.79179  0.056
C -3.30427 3.30355 6.54583  -0.277
C -3.86562 3.54254 7.79540  -0.014
C -4.28150 2.46593 8.57869  -0.075
C -4.12115 1.16048 8.10766  -0.091
C -3.55198 0.93070 6.85420  -0.072
C -3.14653 2.00788 6.06659  -0.007
H -3.97455 4.56290 8.14819  0.091
H -4.72869 2.64249 9.55378  0.107
H -4.44157 0.32088 8.72082  0.102
H -3.42443 -0.08638 6.49145  0.100
H -2.71043 1.84777 5.08612  0.082
F -4.38739 -0.78995 -4.70062  0.057
C -5.13617 0.25583 -5.07520  -0.286
C -4.54175 1.31590 -5.75089  -0.015
C -5.32199 2.40263 -6.14562  -0.083
C -6.68733 2.42206 -5.85024  -0.099
C -7.27371 1.35554 -5.16715  -0.085
C -6.49543 0.26404 -4.78249  -0.018
H -3.47821 1.28711 -5.96423  0.116
H -4.86832 3.23284 -6.68124  0.104
H -7.29464 3.27191 -6.15437  0.100
H -8.33575 1.37476 -4.93475  0.105
H -6.93664 -0.57745 -4.25871  0.115
F 1.57093 -3.52859 -2.23011  0.055
C 1.65811 -4.86457 -2.27670  -0.290
C 2.68382 -5.45835 -3.00402  -0.016
C 2.77801 -6.84929 -3.04859  -0.082
C 1.83793 -7.63182 -2.37354  -0.098
C 0.80909 -7.02646 -1.65038  -0.082
C 0.72180 -5.63558 -1.59686  -0.016
H 3.39993 -4.83451 -3.52887  0.116
H 3.58078 -7.32316 -3.60802  0.105
H 1.90916 -8.71671 -2.41225  0.101
H 0.07618 -7.63760 -1.12918  0.106
H -0.06618 -5.14843 -1.03215  0.114
F -6.38567 -0.03027 4.46288  0.062
C -6.28193 -1.35366 4.64310  -0.291
C -7.33912 -2.05093 5.21741  -0.020
C -7.23357 -3.42966 5.40053  -0.085
C -6.06638 -4.09468 5.01687  -0.096
C -5.00877 -3.38518 4.44591  -0.073
C -5.11907 -2.00839 4.25271  -0.015
H -8.23459 -1.51623 5.51686  0.115
H -8.05754 -3.98516 5.84150  0.104
H -5.98274 -5.16936 5.16398  0.100
H -4.09972 -3.90429 4.15187  0.096
H -4.31023 -1.44276 3.80219  0.105
F -4.80869 6.99820 9.07283  0.061
C -3.76696 7.80778 8.84046  -0.285
C -2.60257 7.28365 8.28987  -0.013
C -1.51949 8.12719 8.04299  -0.077
C -1.60921 9.48485 8.35996  -0.099
C -2.78045 10.00045 8.91698  -0.085
C -3.86714 9.15885 9.15332  -0.019
H -2.54825 6.22502 8.05791  0.094
H -0.60744 7.72869 7.60558  0.107
H -0.76260 10.14157 8.17137  0.100
H -2.84648 11.05667 9.16666  0.104
H -4.78827 9.54459 9.57741  0.115
F 5.57547 0.72354 -10.79547  0.032
C 4.84585 1.49242 -11.61468  -0.271
C 4.61899 1.07636 -12.92200  -0.006
C 3.85505 1.87414 -13.77378  -0.076
C 3.33513 3.08561 -13.31139  -0.093
C 3.57262 3.49693 -11.99901  -0.079
C 4.32712 2.69366 -11.14430  -0.012
H 5.03785 0.13633 -13.26602  0.121
H 3.66540 1.55408 -14.79532  0.107
H 2.74308 3.70966 -13.97743  0.103
H 3.17039 4.44217 -11.64261  0.107
H 4.51394 2.99379 -10.11856  0.108
F 1.02879 -3.01004 8.43466  0.059
C 0.95849 -4.22560 8.99330  -0.285
C 1.85489 -4.56916 9.99931  -0.016
C 1.77876 -5.83288 10.58482  -0.082
C 0.81299 -6.74375 10.14964  -0.098
C -0.07901 -6.39129 9.13572  -0.080
C -0.00978 -5.12369 8.55829  -0.019
H 2.60365 -3.85160 10.31856  0.116
H 2.46995 -6.10841 11.37746  0.105
H 0.75684 -7.73088 10.60350  0.101
H -0.82717 -7.10336 8.79583  0.106
H -0.70098 -4.82999 7.77527  0.100

* SMILES: CC[C@H](I)c1cc2c(cc1F)C(=O)NC2=O.Fc1ccccc1.Fc1ccccc1.Fc1ccccc1.Fc1ccccc1.Fc1ccccc1.Fc1ccccc1.Fc1ccccc1.Fc1ccccc1.Fc1ccccc1.Fc1ccccc1.Fc1ccccc1
* HOMO-LUMO gap: 7.86 eV
* LUMO level: -1.33 eV